# 1
Molecular formula: C10H16Cl2CoN2
Method: DFT, the ωB97M-V functional and the def2-TZVPD basis

ORCA input file:
```
! RIJCOSX wB97M-V def2-TZVPD def2/J DEFGRID3
* xyz -1 5
Co 0.8419 1.1842 2.7047
Cl -0.4316 2.3706 1.4183
Cl 1.0854 1.8322 4.7006
C 1.8224 0.2891 0.9344
H 1.7005 0.8087 -0.0253
H 2.7468 0.5588 1.4757
C -0.8622 -0.5225 -1.1806
C 0.3904 -0.9661 -1.4876
H -1.5087 -1.0674 -0.4929
C 1.2921 -0.2339 -2.4290
H 0.7699 -1.8824 -1.0237
C 0.8891 1.2497 -2.5614
H 2.3332 -0.3132 -2.0945
H 1.2438 -0.7206 -3.4191
C -0.6072 1.3478 -2.8470
H 1.0978 1.7808 -1.6246
H 1.4698 1.7291 -3.3627
C -1.4388 0.7499 -1.6882
H -0.9082 2.3894 -3.0227
H -0.8304 0.7862 -3.7607
H -1.4644 1.4833 -0.8560
H -2.4829 0.5818 -2.0072
N 0.3424 -1.5625 2.2126
C -0.6161 -2.4982 2.3111
C -1.7809 -1.9280 2.8821
C -1.4787 -0.5759 3.0911
N -0.1609 -0.3874 2.7268
H 1.7482 -0.8022 0.8444
H -0.4338 -3.5132 1.9956
H -2.6971 -2.4212 3.1404
H -2.0721 0.2528 3.4454
*
```

Values from the calculation:
energy above the lowest of the compared OMol25 structures with the same formula, charge and spin: 1.0 kcal per mole
E_HOMO (spin up / spin down): -4.81 / -5.32 eV

Here are the Löwdin charges for atoms 1 to 6, given in e:
1. Co -0.023
2. Cl 0.010
3. Cl -0.101
4. C -0.107
5. H -0.030
6. H 0.003

***

# 2
Molecular formula: C10H16Cl2HfN2
Method: DFT, the ωB97M-V functional and the def2-TZVPD basis

ORCA input file:
```
! RIJCOSX wB97M-V def2-TZVPD def2/J DEFGRID3
* xyz 0 1
Hf 2.5803 0.1734 0.1387
Cl 2.9025 -1.1116 -1.7603
Cl 2.8269 2.4756 0.0018
C 4.1530 -0.3567 1.2671
H 4.5660 0.2617 2.0831
H 4.7060 -1.3079 1.1702
C -0.5091 1.5296 -0.6468
C 0.2155 0.9281 -1.5347
H -0.0839 2.3364 -0.0378
C -0.2971 -0.1891 -2.4185
H 1.1945 1.3321 -1.8517
C -1.8211 -0.3820 -2.3332
H -0.0129 -0.0024 -3.4667
H 0.2076 -1.1336 -2.1587
C -2.3723 -0.1417 -0.9310
H -2.2906 0.3368 -3.0172
H -2.0934 -1.3849 -2.6827
C -1.9592 1.2413 -0.4050
H -3.4659 -0.2168 -0.9476
H -2.0080 -0.9150 -0.2447
H -2.5755 1.9973 -0.9206
H -2.2057 1.3318 0.6611
N -0.5087 -0.3258 3.0321
C -0.8582 -1.4921 2.3541
C -0.0397 -1.5695 1.2694
N 0.8169 -0.4570 1.2812
C 0.4830 0.2836 2.3547
H -0.9298 0.0289 3.8865
H -1.6300 -2.1577 2.6958
H 0.0459 -2.3215 0.5014
H 0.9629 1.2086 2.6596
*
```

Values from the calculation:
energy above the lowest of the compared OMol25 structures with the same formula, charge and spin: 23.9 kcal per mole
E_HOMO: -6.33 eV

Here are the Löwdin charges for atoms 1 to 6, given in e:
1. Hf 0.604
2. Cl 0.032
3. Cl 0.006
4. C -0.418
5. H -0.090
6. H -0.089

***

# 3
Molecular formula: C10H16Cl3F5O2TeV
Method: DFT, the ωB97M-V functional and the def2-TZVPD basis

ORCA input file:
```
! RIJCOSX wB97M-V def2-TZVPD def2/J DEFGRID3
* xyz -2 2
C -0.9220 0.8444 -1.6012
C -1.0685 -0.5646 -1.9647
C 0.1823 -1.1631 -1.9228
C -2.3425 -1.1767 -2.4383
C 1.1714 -0.2003 -1.4549
C 0.4676 1.0553 -1.3212
C 1.0751 2.3378 -1.0043
C -1.9307 1.8961 -1.6534
C 0.5193 -2.5940 -2.2261
C 2.5998 -0.4046 -1.3530
V -0.8260 -1.5715 -0.0256
Cl -1.7191 -3.3118 0.3969
Cl -1.7628 0.1766 1.1229
Cl 1.0156 -1.2843 1.2660
H -3.2737 -0.6397 -2.1216
H -2.4602 -2.2370 -2.0965
H -2.3095 -1.1903 -3.5471
H -0.2663 -3.3249 -1.8808
H 1.4879 -2.9602 -1.7905
H 0.5736 -2.6660 -3.3262
H 2.8359 -1.4224 -1.0280
H 3.0810 0.2917 -0.6296
H 3.0927 -0.2476 -2.3259
H 1.8858 2.2374 -0.2680
H 0.3503 3.0428 -0.5783
H 1.5185 2.8513 -1.8834
H -2.9243 1.5183 -1.4021
H -1.9869 2.3492 -2.6587
H -1.7073 2.7267 -0.9474
O 0.4659 2.1082 1.8373
H 0.6662 1.2752 2.3304
F -0.5149 -0.4343 6.6241
Te 0.3808 0.3527 5.1563
F 1.1008 1.5759 6.3917
F -1.1991 1.4179 4.9411
F 1.7522 -0.9082 5.4517
F -0.5055 -0.9803 4.0795
O 1.4965 1.2246 3.8519
*
```

Values from the calculation:
energy above the lowest of the compared OMol25 structures with the same formula, charge and spin: 140.8 kcal per mole
E_HOMO (spin up / spin down): 0.26 / 1.23 eV

Here are the Löwdin charges for atoms 1 to 6, given in e:
1. C -0.249
2. C -0.398
3. C -0.395
4. C -0.071
5. C -0.256
6. C -0.218

***

# 4
Molecular formula: C10H16Cl8N2O2
Method: DFT, the ωB97M-V functional and the def2-TZVPD basis

ORCA input file:
```
! RIJCOSX wB97M-V def2-TZVPD def2/J DEFGRID3
* xyz 0 1
C -18.3663 -15.8550 7.7011
N -17.6736 -17.1447 7.5820
O -18.1691 -18.1562 8.1159
O -16.6424 -17.2044 6.9094
H -18.4575 -15.6420 8.7662
H -19.3038 -16.0041 7.1654
H -17.6905 -15.0577 7.3917
C -12.4192 -17.5662 12.9392
C -13.7801 -17.9372 13.0723
C -14.7990 -17.0407 12.6730
N -14.5665 -15.7992 12.1553
C -13.2430 -15.4156 12.0182
C -12.1524 -16.3152 12.4032
H -11.7202 -18.3034 13.3057
H -13.9841 -18.8196 13.6606
H -15.8249 -17.3761 12.7107
H -13.1319 -14.3910 11.6952
H -11.1512 -15.9292 12.2804
Cl -18.8832 -22.3369 12.4534
C -20.1405 -22.4058 11.1896
Cl -21.0500 -23.8711 11.3815
H -20.8889 -21.6361 11.3780
H -19.6747 -22.4004 10.2042
Cl -14.6343 -22.8009 7.9970
C -13.5998 -21.8429 9.1684
Cl -12.0878 -21.2811 8.3054
H -14.2185 -21.0175 9.5207
H -13.3109 -22.4426 10.0316
Cl -22.5114 -11.4566 6.3266
C -23.7722 -10.5675 5.4108
Cl -23.2112 -8.9262 4.9154
H -24.0364 -11.1382 4.5205
H -24.6675 -10.5112 6.0301
Cl -17.0954 -8.9663 8.8214
C -17.0067 -10.0699 10.1936
Cl -15.4950 -9.7967 11.0769
H -17.8610 -9.8782 10.8428
H -17.1559 -11.1043 9.8841
*
```

Values from the calculation:
structure (SMILES): C[N+](=O)[O-].c1ccncc1.ClCCl.ClCCl.ClCCl.ClCCl
energy above the lowest of the compared OMol25 structures with the same formula, charge and spin: 29.8 kcal per mole
E_HOMO: -9.62 eV

Here are the Löwdin charges for atoms 1 to 6, given in e:
1. C 0.034
2. N -0.432
3. O 0.032
4. O 0.057
5. H 0.101
6. H 0.109

***

# 5
Molecular formula: C10H16N2NiS2
Method: DFT, the ωB97M-V functional and the def2-TZVPD basis

ORCA input file:
```
! RIJCOSX wB97M-V def2-TZVPD def2/J DEFGRID3
* xyz 0 3
Ni -0.1831 -0.1621 -0.1364
N 1.5996 0.1915 -1.1693
C 2.5268 -0.8951 -1.6557
C 1.9785 -1.6715 -2.8243
C 0.8837 -2.7132 -2.5535
C -0.3564 -2.4333 -1.7621
N -0.0175 -2.2540 -0.3804
H 1.4311 0.7713 -2.0150
H 2.0526 0.7566 -0.4936
H 2.6929 -1.5170 -0.7750
H 3.4900 -0.4170 -1.8496
H 2.7976 -2.2246 -3.3241
H 1.5227 -1.0271 -3.5627
H 1.3478 -3.5898 -2.0835
H 0.5729 -3.1394 -3.5147
H -1.0011 -3.2839 -1.9760
H -0.7507 -1.5021 -2.1125
H 0.8263 -2.7924 -0.1467
H -0.7573 -2.5297 0.2918
S -0.5822 -0.3344 2.0836
C -1.2159 1.2485 2.4315
C -1.6001 1.6899 3.7171
C -2.0810 2.9165 4.0316
C -2.3155 3.8306 3.0329
C -1.9646 3.4972 1.7465
C -1.3849 2.2319 1.4411
S -1.0124 1.9678 -0.2847
H -1.5016 1.0448 4.5899
H -2.1084 3.3557 5.0634
H -2.7794 4.8214 3.2176
H -2.1102 4.1632 0.9730
*
```

Values from the calculation:
energy above the lowest of the compared OMol25 structures with the same formula, charge and spin: 9.0 kcal per mole
E_HOMO (spin up / spin down): -6.72 / -6.82 eV

Here are the Löwdin charges for atoms 1 to 6, given in e:
1. Ni 0.131
2. N -0.035
3. C -0.223
4. C -0.184
5. C -0.214
6. C -0.275

***

# 6
Molecular formula: C10H16N2O
Method: DFT, the ωB97M-V functional and the def2-TZVPD basis

ORCA input file:
```
! RIJCOSX wB97M-V def2-TZVPD def2/J DEFGRID3
* xyz 0 1
C -2.0229 -2.7570 1.5507
O -2.4825 -2.3925 0.2248
C -1.4204 -2.4671 -0.7574
C -0.4457 -1.1951 -0.6219
C -0.8415 0.0611 -1.5517
C -0.8774 1.4840 -0.7390
C 0.4680 2.3524 -0.9001
C 1.5558 2.1545 0.2641
C 1.0730 2.6757 1.7063
N 0.5294 2.9169 2.7483
C 2.1488 0.6647 0.3964
C 3.6892 0.6535 0.8809
N 4.7466 0.5364 1.4451
H -0.9390 -2.4414 1.7707
H -2.7174 -2.2375 2.3097
H -2.0713 -3.9014 1.7454
H -1.8586 -2.5038 -1.8115
H -0.7975 -3.4113 -0.5564
H 0.6229 -1.5085 -0.9244
H -0.3922 -0.7953 0.4657
H -0.1157 0.2218 -2.4369
H -1.9133 -0.1102 -1.9330
H -1.7205 2.0876 -1.2612
H -1.2270 1.3534 0.3509
H 0.1527 3.4679 -0.8765
H 0.9269 2.1341 -1.9243
H 2.4552 2.8321 -0.0159
H 1.4950 0.0644 1.1271
H 2.0761 0.1170 -0.6220
*
```

Values from the calculation:
structure (SMILES): COCCCCC[C@@H](C#N)CC#N
energy above the lowest of the compared OMol25 structures with the same formula, charge and spin: 87.4 kcal per mole
E_HOMO: -10.07 eV

Here are the Löwdin charges for atoms 1 to 6, given in e:
1. C -0.127
2. O -0.234
3. C -0.214
4. C -0.190
5. C -0.186
6. C -0.193

***

# 7
Molecular formula: C10H16N2O5
Method: DFT, the ωB97M-V functional and the def2-TZVPD basis

ORCA input file:
```
! RIJCOSX wB97M-V def2-TZVPD def2/J DEFGRID3
* xyz 0 1
C 1.0443 0.7830 1.0660
C 0.0988 1.0634 0.0999
C 2.0616 -0.1741 0.4108
C 2.8657 0.3953 -0.6661
C 4.0460 -0.4564 -1.3168
C -1.9043 0.3298 -0.8265
C -2.8444 1.5297 -0.3381
C -2.8584 -0.7871 -1.0133
C -2.3223 -2.0264 0.0362
C -1.2791 -1.3100 0.9497
H -0.1405 0.0557 2.7743
H 1.5917 -0.2895 2.6850
H 1.5657 1.6256 1.4207
H 2.7931 -0.3459 0.9926
H 1.7802 -1.1953 0.2790
H 3.1055 1.4424 -0.4166
H 2.2831 0.4948 -1.4906
H 4.7018 1.0543 -2.4451
H -1.4312 0.8134 -1.7087
H -3.0357 -1.0871 -2.0422
H -3.9064 -0.3380 -0.4843
H -3.4217 -2.4447 0.5585
H -1.6897 -3.1449 -0.6330
H -2.0336 -0.9291 1.7004
H -0.5453 -2.0122 1.1279
H -3.5499 2.4816 1.1029
N 0.6919 -0.1085 2.1883
N -0.7905 -0.0283 -0.0822
O 0.1644 2.0003 -0.6579
O 4.1286 -1.5922 -0.9529
O 5.0694 0.3300 -2.0581
O -3.3356 2.1064 -1.2402
O -2.9031 1.7639 0.9806
*
```

Values from the calculation:
energy above the lowest of the compared OMol25 structures with the same formula, charge and spin: 175.9 kcal per mole
E_HOMO: -9.13 eV

Here are the Löwdin charges for atoms 1 to 6, given in e:
1. C -0.280
2. C -0.467
3. C -0.168
4. C -0.100
5. C -0.330
6. C -0.332

***

# 8
Molecular formula: C10H16N4
Method: DFT, the ωB97M-V functional and the def2-TZVPD basis

ORCA input file:
```
! RIJCOSX wB97M-V def2-TZVPD def2/J DEFGRID3
* xyz 2 1
C -1.7844 2.6200 2.4095
C 3.4139 -1.7994 -1.6174
C -0.7987 1.9157 1.7834
C 2.3148 -1.0136 -1.9067
C -2.5158 1.9352 0.4595
C 1.7877 -2.4232 -0.3460
C -0.5228 0.1750 -1.7067
C -4.1873 3.0213 1.9733
C 3.9436 -3.6309 -0.1784
C 0.0226 -0.9443 -1.0767
N -2.8719 2.5418 1.6217
N 3.0202 -2.6959 -0.6744
N -1.2400 1.5857 0.5126
N 1.2990 -1.4899 -1.1641
H -1.9040 2.9285 3.4058
H 4.4254 -1.5705 -1.8989
H 0.2928 1.7481 2.1095
H 2.1586 -0.3107 -2.6417
H -3.0481 1.8499 -0.4472
H 1.1707 -2.9593 0.4754
H 0.4564 0.5120 -2.1836
H -1.0585 0.7300 -0.8058
H -1.1109 -0.1363 -2.5256
H -4.8023 2.4836 1.3172
H -4.5897 2.9888 2.9592
H -4.4073 4.0694 1.6461
H 4.9569 -3.3497 -0.3776
H 4.0110 -3.6572 0.9196
H 3.5616 -4.6392 -0.4782
H -0.5761 -1.5849 -0.4098
*
```

Values from the calculation:
energy above the lowest of the compared OMol25 structures with the same formula, charge and spin: 64.2 kcal per mole
E_HOMO: -14.81 eV

Here are the Löwdin charges for atoms 1 to 6, given in e:
1. C -0.045
2. C 0.075
3. C -0.101
4. C 0.050
5. C -0.117
6. C 0.031